Entry 1:
{"formula": "C5H8N2O", "method": "ωB97M-V with the def2-TZVPD basis set", "e_homo_ev": [-7.7, -8.2], "charge": 0, "spin_multiplicity": 1, "symbols": ["C", "C", "C", "C", "C", "N", "N", "O", "H", "H", "H", "H", "H", "H", "H", "H"], "positions_angstrom": [[0.40, 1.87, 0.19], [1.41, 2.42, 0.96], [-0.40, -1.20, -1.37], [-0.81, -1.59, 0.00], [-0.82, -0.14, -0.38], [2.24, 0.37, 1.46], [0.16, 0.59, 0.28], [2.15, 1.65, 1.64], [-0.24, 2.61, -0.25], [1.44, 3.55, 1.09], [0.71, -1.28, -1.38], [-0.85, -1.50, -2.20], [-1.80, -2.00, 0.18], [0.00, -1.98, 0.57], [-1.78, 0.27, -0.82], [2.89, 0.06, 2.21]], "lowdin_charge": [-0.146, -0.160, -0.103, -0.119, -0.339, 0.076, 0.066, -0.103, 0.104, 0.144, 0.117, 0.050, 0.094, 0.094, 0.154, 0.072]}

Entry 2:
{"formula": "C5H8N2O", "method": "ωB97M-V with the def2-TZVPD basis set", "e_homo_ev": -8.7, "charge": 0, "smiles": "C[C@@]1(N)[C@@H]2C=NO[C@@H]21", "spin_multiplicity": 1, "symbols": ["C", "C", "C", "C", "C", "H", "H", "H", "H", "H", "H", "H", "H", "N", "N", "O"], "positions_angstrom": [[-1.13, -0.39, 1.53], [-0.26, -0.53, 0.22], [1.07, 0.18, 0.37], [0.61, 1.23, -1.66], [0.00, 0.98, -0.35], [-2.41, -0.57, 1.54], [-1.22, 0.68, 2.05], [-0.97, -1.23, 2.21], [0.43, -1.85, -0.97], [-1.21, -1.75, -1.16], [1.80, 0.33, 1.36], [0.47, 2.14, -2.38], [-0.89, 1.65, -0.18], [-0.38, -1.80, -0.46], [1.85, 0.75, -1.67], [2.26, 0.19, -0.45]], "lowdin_charge": [-0.072, -0.428, -0.219, -0.105, -0.146, 0.136, 0.103, 0.046, 0.026, 0.130, 0.206, 0.150, 0.142, 0.092, 0.034, -0.095]}

Entry 3:
{"formula": "C5H8N2O", "method": "ωB97M-V with the def2-TZVPD basis set", "e_homo_ev": -9.2, "charge": 0, "spin_multiplicity": 1, "symbols": ["C", "C", "C", "C", "C", "H", "H", "H", "H", "H", "H", "H", "H", "N", "N", "O"], "positions_angstrom": [[0.83, -0.28, -0.22], [0.23, 0.76, 0.90], [-0.12, 1.59, -0.35], [-0.33, 0.14, -0.91], [-1.48, -0.13, 0.11], [-0.29, -2.29, -0.29], [2.12, -2.13, -0.22], [1.81, -0.02, -0.85], [0.87, 1.42, 1.50], [-1.04, 2.21, -0.12], [0.86, 2.05, -0.75], [-0.68, 0.00, -2.00], [-0.47, -0.73, 1.81], [0.89, -1.78, 0.23], [-0.78, 0.07, 1.30], [-2.42, -0.87, -0.16]], "lowdin_charge": [-0.358, -0.359, -0.062, -0.250, -0.403, 0.221, 0.196, 0.164, 0.151, 0.140, 0.142, 0.174, 0.144, -0.063, 0.084, 0.079]}

Entry 4:
{"formula": "C5H8N2O", "method": "ωB97M-V with the def2-TZVPD basis set", "e_homo_ev": -8.6, "charge": 0, "smiles": "O[C@@H]1CN2N=CC[C@H]12", "spin_multiplicity": 1, "symbols": ["C", "C", "C", "C", "C", "H", "H", "H", "H", "H", "H", "H", "H", "N", "N", "O"], "positions_angstrom": [[1.24, -0.34, 0.25], [0.60, -1.42, -0.32], [-1.97, 0.25, -0.39], [-0.87, 1.10, 0.07], [-0.07, 0.20, 0.96], [1.75, 1.47, -0.30], [2.09, -0.63, 0.93], [1.20, -2.38, -0.05], [0.63, -1.53, -1.47], [-2.92, 0.61, -0.97], [-0.32, 1.79, -0.75], [-1.12, 1.91, 0.80], [0.20, 0.54, 2.04], [-0.55, -1.21, 0.48], [-1.57, -1.01, -0.47], [1.67, 0.64, -0.79]], "lowdin_charge": [-0.340, -0.237, -0.118, -0.198, -0.159, 0.072, 0.161, 0.143, 0.167, 0.139, 0.161, 0.110, 0.171, -0.063, 0.057, -0.067]}